DFT (the ωB97M-V functional and the def2-TZVPD basis) results for 5 unconnected molecules or ions with the total composition H10O5.

Summary:
**E**: -10399.4140 eV
**Maximum force**: 0.2 eV Å⁻¹
**Energy relative to the best compared isomer or geometry (same formula, charge and spin)**: 33.1 kcal/mol
**SMILES**: O.O.O.O.O

XYZ file:
```
15
H10O5, DFT the ωB97M-V functional and the def2-TZVPD basis
O 0.29 0.27 -0.25
H 0.60 -0.11 0.58
H -0.50 -0.24 -0.46
O -3.56 0.81 3.04
H -3.73 0.40 2.19
H -4.36 1.31 3.23
O -2.77 -1.79 -2.77
H -2.04 -1.73 -3.40
H -3.22 -2.61 -3.01
O 1.93 4.30 -1.13
H 2.72 4.37 -0.59
H 1.93 3.38 -1.43
O 4.23 -2.41 1.21
H 4.08 -2.74 2.10
H 4.39 -3.20 0.69
```